Model w:
Below is a 2-piece molecular cluster, C5H18N4 overall, with properties calculated with ωB97M-V/def2-TZVPD.

Atoms and positions in Å:
1 C 1.392 -0.783 0.319
2 C 1.292 1.508 1.126
3 C 1.241 1.089 -1.241
4 N 0.886 0.581 0.081
5 N 0.691 -1.655 -0.597
6 N 2.840 -0.859 0.192
7 H 1.162 -0.995 1.384
8 H -0.383 -1.376 -0.570
9 H 0.864 -2.623 -0.348
10 H 3.189 -1.707 0.623
11 H 3.085 -0.887 -0.794
12 H 0.838 2.478 0.926
13 H 1.040 0.305 -1.967
14 H 0.935 1.143 2.089
15 H 2.381 1.623 1.176
16 H 0.619 1.959 -1.456
17 H 2.294 1.386 -1.305
18 C -2.629 0.186 -1.124
19 C -2.486 -0.517 1.181
20 N -1.783 -0.357 -0.079
21 H -0.896 0.256 0.057
22 H -3.030 1.182 -0.879
23 H -1.800 -0.937 1.917
24 H -2.052 0.257 -2.045
25 H -3.479 -0.482 -1.296
26 H -2.883 0.431 1.578
27 H -3.327 -1.205 1.052

Computed properties:
* HOMO level: -8.28 eV
* SMILES: CN(C)C(N)N.CNC
* gap between HOMO and LUMO: 9.220 eV



Model x:
Below is a 2-piece molecular cluster, C5H18N4 overall, with properties calculated with ωB97M-V/def2-TZVPD.

Atoms and positions in Å:
1 C -2.241 -0.372 -0.373
2 C -3.550 -0.554 0.383
3 N -1.396 0.743 0.371
4 N -2.373 0.296 -1.619
5 H -1.654 -1.302 -0.349
6 H -1.707 1.268 -0.648
7 H -1.727 -0.088 -2.304
8 H -0.388 0.513 0.354
9 H -1.693 1.054 1.297
10 H -3.404 -0.916 1.406
11 H -4.093 0.394 0.404
12 H -4.167 -1.270 -0.160
13 C 2.427 0.744 0.199
14 C 1.305 -0.480 -1.579
15 C 2.333 1.228 1.638
16 N 1.370 -0.220 -0.140
17 N 1.554 -1.415 0.627
18 H 0.669 -1.908 0.659
19 H 2.239 -2.026 0.175
20 H 3.419 0.302 0.008
21 H 2.317 1.586 -0.487
22 H 2.251 -0.891 -1.967
23 H 0.504 -1.191 -1.781
24 H 1.075 0.443 -2.112
25 H 1.387 1.746 1.812
26 H 2.399 0.390 2.330
27 H 3.145 1.926 1.855

Computed properties:
* HOMO level: -7.27 eV
* gap between HOMO and LUMO: 8.085 eV



model w comes first in stability; the runner-up is 0.0887 hartree higher.



Model w:
Below is a 2-piece molecular cluster, CH4N2P2 overall, with properties calculated with ωB97M-V/def2-TZVPD.

Atoms and positions in Å:
1 C -0.077 0.294 0.032
2 N -0.939 -0.683 -0.430
3 N 0.882 0.305 1.095
4 P -1.750 0.855 -0.108
5 P 1.627 0.771 -0.295
6 H -0.924 -1.071 -1.363
7 H 0.821 -0.204 1.939
8 H -2.192 0.604 1.183
9 H 2.551 -0.871 -2.053

Computed properties:
* HOMO level (spin up / spin down): -7.68 / -9.17 eV
* gap between HOMO and LUMO (spin up / spin down): 7.336 / 8.907 eV



Model x:
Below is a single CH4N2P2 molecule, with properties calculated with ωB97M-V/def2-TZVPD.

Atoms and positions in Å:
1 C -1.386 0.783 -1.205
2 N -2.395 1.261 -0.771
3 N 1.252 -0.624 0.728
4 P 0.386 1.148 -1.417
5 P 0.949 1.060 0.591
6 H -2.711 2.046 -0.229
7 H 1.693 -0.859 1.608
8 H 0.446 -1.227 0.596
9 H 0.726 -0.142 -1.843

Computed properties:
* HOMO level (spin up / spin down): -7.42 / -6.93 eV
* SMILES: N=C=[PH]=PN
* gap between HOMO and LUMO (spin up / spin down): 7.450 / 6.179 eV



Model y:
Below is a 2-piece molecular cluster, CH4N2P2 overall, with properties calculated with ωB97M-V/def2-TZVPD.

Atoms and positions in Å:
1 C 3.853 -0.721 0.801
2 N 2.718 -0.463 0.931
3 N -0.728 0.423 -1.208
4 P -2.385 -0.476 1.172
5 P -1.234 -1.025 -0.415
6 H 1.741 -0.275 0.884
7 H -0.201 0.274 -2.021
8 H -1.178 1.433 -0.967
9 H -2.588 0.830 0.823

Computed properties:
* HOMO level: -8.91 eV
* gap between HOMO and LUMO: 8.257 eV



model y comes first in stability; the runner-up is 0.0268 hartree higher.



Model w:
Below is a 5-piece molecular cluster, C2H15N2O4 overall, with properties calculated with ωB97M-V/def2-TZVPD.

Atoms and positions in Å:
1 C 1.781 0.374 2.661
2 N -0.479 -0.663 -0.008
3 C 0.067 -0.344 1.131
4 N 1.293 0.092 1.310
5 H 1.870 1.436 2.844
6 H 2.733 -0.153 2.769
7 H 1.198 -0.109 3.443
8 H -0.075 -0.600 -0.930
9 H -1.359 -1.160 0.095
10 H -0.460 -0.616 2.033
11 H 1.915 0.247 0.531
12 H 2.862 3.382 -3.889
13 H 2.125 4.532 -3.275
14 O 2.180 3.569 -3.235
15 H -3.381 -2.499 0.564
16 H -3.232 -2.034 2.034
17 O -3.132 -1.748 1.117
18 H -2.674 -3.324 -2.278
19 H -1.703 -3.663 -1.224
20 O -2.336 -2.964 -1.445
21 H -0.474 2.326 -1.202
22 H 0.980 2.166 -1.797
23 O 0.302 1.752 -1.247

Computed properties:
* HOMO level: -14.21 eV
* gap between HOMO and LUMO: 11.719 eV
* total charge: +1



Model x:
Below is a 5-piece molecular cluster, C2H15N2O4 overall, with properties calculated with ωB97M-V/def2-TZVPD.

Atoms and positions in Å:
1 C -1.844 0.071 1.208
2 C -2.000 -0.245 -0.092
3 N -0.652 -0.246 -0.743
4 N -2.917 0.209 2.074
5 H -0.898 0.364 1.616
6 H -2.933 -0.303 -0.617
7 H -0.266 0.692 -0.687
8 H -0.135 -1.051 -0.387
9 H -0.601 -0.446 -1.747
10 H -3.719 -0.370 1.873
11 H -2.715 0.010 3.045
12 H 1.847 0.602 2.238
13 H 1.110 1.118 0.979
14 O 1.256 0.326 1.521
15 H 1.144 3.239 -1.195
16 H 2.149 2.044 -1.193
17 O 1.215 2.289 -1.058
18 H 1.891 -0.791 -1.838
19 H 1.378 -0.893 -3.319
20 O 1.151 -0.587 -2.432
21 H 2.736 -2.449 0.276
22 H 1.762 -1.437 0.812
23 O 1.968 -1.924 -0.015

Computed properties:
* HOMO level: -12.42 eV
* gap between HOMO and LUMO: 9.556 eV
* total charge: +1



model w comes first in stability; the runner-up is 0.0399 hartree higher.



Model w:
Below is C46H50CaClN6O3S2Te as an isolated structure, with properties calculated with ωB97M-V/def2-TZVPD.

Atoms and positions in Å:
1 Ca 0.139 -1.231 -0.092
2 C 1.719 -4.099 -3.269
3 C 1.594 -2.797 -2.531
4 N 1.795 -2.738 -1.266
5 O 2.087 -3.984 -0.699
6 C 1.172 -1.586 -3.237
7 C 1.436 -1.384 -4.698
8 N 0.531 -0.673 -2.548
9 O 0.139 0.385 -3.170
10 H 1.046 -4.818 -2.798
11 H 2.729 -4.505 -3.182
12 H 1.457 -3.987 -4.318
13 H 1.861 -3.829 0.242
14 H 2.242 -2.025 -5.058
15 H 1.703 -0.337 -4.858
16 H 0.545 -1.565 -5.310
17 S 4.231 2.180 -1.012
18 C 4.869 0.752 -0.279
19 C 6.193 0.423 0.000
20 C 6.445 -0.794 0.601
21 C 5.397 -1.667 0.918
22 C 4.085 -1.344 0.640
23 C 3.815 -0.117 0.033
24 N 2.547 0.353 -0.295
25 C 2.611 1.514 -0.843
26 C 1.487 2.328 -1.345
27 C 1.655 2.984 -2.561
28 C 0.622 3.705 -3.135
29 C -0.599 3.784 -2.487
30 C -0.767 3.164 -1.260
31 C 0.264 2.436 -0.677
32 H 6.999 1.102 -0.248
33 H 7.466 -1.075 0.830
34 H 5.615 -2.615 1.392
35 H 3.267 -2.002 0.906
36 H 2.588 2.869 -3.099
37 H 0.765 4.173 -4.100
38 H -1.424 4.324 -2.934
39 H -1.713 3.224 -0.735
40 Cl 1.211 -2.712 2.049
41 C -8.668 3.460 4.824
42 C -7.581 2.653 4.162
43 C -7.411 2.657 2.786
44 C -6.401 1.914 2.171
45 C -6.311 1.977 0.664
46 C -5.502 1.138 2.922
47 Te -3.923 -0.155 1.775
48 N -2.119 -1.176 0.745
49 C -2.222 -2.359 0.239
50 O -1.334 -2.914 -0.538
51 C -3.392 -3.270 0.547
52 C -4.630 -3.104 -0.064
53 C -5.693 -3.942 0.243
54 C -5.533 -4.959 1.175
55 C -4.297 -5.135 1.786
56 C -3.235 -4.302 1.469
57 C -2.479 0.595 3.152
58 C -2.281 1.974 3.313
59 C -2.963 3.017 2.469
60 C -1.384 2.434 4.278
61 C -0.661 1.569 5.079
62 C 0.314 2.087 6.104
63 C -0.841 0.205 4.887
64 C -1.734 -0.298 3.946
65 C -1.879 -1.788 3.838
66 C -5.705 1.113 4.315
67 C -4.839 0.273 5.219
68 C -6.719 1.863 4.910
69 H -9.258 4.003 4.083
70 H -8.254 4.192 5.522
71 H -9.351 2.822 5.392
72 H -8.082 3.254 2.171
73 H -7.059 2.663 0.259
74 H -6.469 0.995 0.211
75 H -5.321 2.301 0.339
76 H -4.759 -2.301 -0.781
77 H -6.654 -3.793 -0.237
78 H -6.365 -5.607 1.425
79 H -4.162 -5.926 2.516
80 H -2.265 -4.440 1.935
81 H -3.123 2.645 1.457
82 H -2.346 3.919 2.425
83 H -3.941 3.281 2.877
84 H -1.227 3.505 4.377
85 H 0.280 3.176 6.158
86 H 1.340 1.797 5.860
87 H 0.095 1.691 7.099
88 H -0.272 -0.499 5.489
89 H -1.328 -2.285 4.638
90 H -1.490 -2.137 2.883
91 H -2.930 -2.084 3.879
92 H -4.597 -0.678 4.745
93 H -5.346 0.076 6.168
94 H -3.891 0.770 5.437
95 H -6.842 1.821 5.991
96 C 2.372 0.686 3.003
97 N 2.301 1.955 2.316
98 C 3.140 3.028 2.807
99 C 2.587 4.232 2.056
100 N 1.163 3.900 2.005
101 C 1.056 2.492 1.983
102 S -0.103 1.725 0.932
103 H 3.375 0.270 2.905
104 H 1.673 -0.029 2.570
105 H 2.127 0.789 4.069
106 H 4.191 2.832 2.581
107 H 3.033 3.161 3.896
108 H 3.039 4.294 1.059
109 H 2.754 5.171 2.586
110 H 0.642 4.351 1.265

Computed properties:
* HOMO level (spin up / spin down): -1.45 / -1.45 eV
* ⟨S²⟩: 0.754
* gap between HOMO and LUMO (spin up / spin down): 5.026 / 5.013 eV
* multiplicity: 2
* total charge: -2



Model x:
Below is C46H50CaClN6O3S2Te as an isolated structure, with properties calculated with ωB97M-V/def2-TZVPD.

Atoms and positions in Å:
1 Ca 0.417 -0.599 0.967
2 C -1.240 2.788 3.605
3 C -0.313 1.850 2.884
4 N -0.466 1.572 1.636
5 O -1.582 2.182 1.041
6 C 0.788 1.258 3.635
7 C 1.090 1.677 5.043
8 N 1.494 0.331 3.022
9 O 2.473 -0.227 3.615
10 H -2.198 2.843 3.096
11 H -0.806 3.792 3.629
12 H -1.378 2.465 4.635
13 H -1.854 1.515 0.392
14 H 1.142 2.765 5.154
15 H 2.054 1.245 5.305
16 H 0.349 1.307 5.760
17 S 5.046 0.656 -0.851
18 C 4.982 -0.882 -0.037
19 C 6.036 -1.691 0.356
20 C 5.754 -2.890 0.997
21 C 4.429 -3.253 1.237
22 C 3.376 -2.444 0.848
23 C 3.641 -1.232 0.197
24 N 2.690 -0.342 -0.255
25 C 3.264 0.735 -0.853
26 C 2.644 1.874 -1.427
27 C 3.431 3.038 -1.705
28 C 2.901 4.201 -2.210
29 C 1.537 4.307 -2.490
30 C 0.740 3.186 -2.275
31 C 1.269 2.012 -1.785
32 H 7.060 -1.389 0.168
33 H 6.563 -3.536 1.316
34 H 4.209 -4.181 1.750
35 H 2.358 -2.757 1.046
36 H 4.486 3.018 -1.462
37 H 3.557 5.050 -2.373
38 H 1.105 5.223 -2.869
39 H -0.319 3.209 -2.504
40 Cl 0.161 0.658 -1.744
41 C -9.904 1.222 -3.115
42 C -8.578 0.874 -2.489
43 C -7.458 0.610 -3.266
44 C -6.230 0.280 -2.693
45 C -5.063 0.027 -3.617
46 C -6.079 0.188 -1.296
47 Te -4.054 -0.279 -0.308
48 N -1.935 -1.040 0.434
49 C -1.815 -1.933 1.356
50 O -0.682 -2.293 1.917
51 C -2.980 -2.709 1.943
52 C -3.820 -2.128 2.890
53 C -4.837 -2.864 3.484
54 C -5.035 -4.194 3.132
55 C -4.214 -4.775 2.173
56 C -3.195 -4.037 1.585
57 C -4.169 -2.179 -1.273
58 C -5.203 -3.074 -0.981
59 C -6.287 -2.788 0.023
60 C -5.243 -4.312 -1.632
61 C -4.283 -4.689 -2.552
62 C -4.320 -6.039 -3.220
63 C -3.265 -3.785 -2.837
64 C -3.195 -2.539 -2.224
65 C -2.074 -1.614 -2.602
66 C -7.213 0.474 -0.515
67 C -7.205 0.413 0.999
68 C -8.431 0.809 -1.112
69 H -9.815 1.301 -4.201
70 H -10.286 2.175 -2.740
71 H -10.660 0.462 -2.898
72 H -7.539 0.667 -4.350
73 H -5.320 0.276 -4.650
74 H -4.750 -1.019 -3.583
75 H -4.198 0.622 -3.315
76 H -3.668 -1.089 3.156
77 H -5.479 -2.397 4.224
78 H -5.832 -4.769 3.591
79 H -4.373 -5.806 1.875
80 H -2.550 -4.488 0.836
81 H -5.924 -2.136 0.816
82 H -6.629 -3.718 0.479
83 H -7.140 -2.295 -0.452
84 H -6.043 -5.004 -1.380
85 H -5.197 -6.608 -2.905
86 H -3.431 -6.626 -2.972
87 H -4.353 -5.945 -4.309
88 H -2.496 -4.054 -3.557
89 H -1.467 -2.041 -3.404
90 H -1.444 -1.450 -1.726
91 H -2.455 -0.639 -2.916
92 H -6.198 0.386 1.407
93 H -7.720 -0.489 1.347
94 H -7.732 1.274 1.420
95 H -9.288 1.023 -0.474
96 C 0.751 -5.403 -3.211
97 N 1.539 -4.207 -3.084
98 C 2.230 -3.647 -4.231
99 C 2.810 -2.350 -3.659
100 N 1.910 -2.109 -2.551
101 C 1.285 -3.232 -2.152
102 S 0.365 -3.378 -0.776
103 H 1.390 -6.283 -3.320
104 H 0.087 -5.343 -4.083
105 H 0.144 -5.507 -2.314
106 H 1.524 -3.449 -5.050
107 H 3.001 -4.326 -4.600
108 H 2.789 -1.531 -4.376
109 H 3.840 -2.487 -3.313
110 H 2.031 -1.348 -1.882

Computed properties:
* HOMO level (spin up / spin down): -0.55 / -1.81 eV
* ⟨S²⟩: 0.777
* gap between HOMO and LUMO (spin up / spin down): 4.520 / 5.762 eV
* multiplicity: 2
* total charge: -2



model w comes first in stability; the runner-up is 0.0086 hartree higher.



Model w:
Below is a 2-piece molecular cluster, C6H13N2S overall, with properties calculated with ωB97M-V/def2-TZVPD.

Atoms and positions in Å:
1 C 3.444 -0.172 -1.046
2 C 3.211 0.041 0.433
3 C -3.387 0.567 0.971
4 C -3.991 -0.550 -0.014
5 C -1.365 -0.119 -0.214
6 C 2.573 -0.835 1.234
7 N -0.064 -0.127 -0.356
8 N -2.019 0.811 0.488
9 S -2.389 -1.457 -0.543
10 H 3.010 0.565 -1.713
11 H 4.547 -0.102 -1.135
12 H 3.572 1.041 0.831
13 H -3.943 1.459 0.698
14 H -3.481 0.326 1.964
15 H -4.466 -1.253 0.677
16 H -4.428 -0.323 -0.931
17 H 1.959 -1.678 0.838
18 H 2.405 -0.655 2.357
19 H 0.363 -0.710 -1.069
20 H 0.567 0.597 -0.094
21 H 3.106 -1.186 -1.369
22 H -1.817 1.765 0.517

Computed properties:
* HOMO level: -12.71 eV
* gap between HOMO and LUMO: 9.355 eV
* total charge: +1



Model x:
Below is an isolated ion of composition C6H13N2S and charge +1, with properties calculated with ωB97M-V/def2-TZVPD.

Atoms and positions in Å:
1 C 0.816 0.466 0.024
2 C -1.495 -1.630 0.680
3 C -2.620 -1.076 -0.221
4 C -1.201 -0.839 -0.583
5 C -1.455 1.591 0.090
6 C 3.370 -0.553 -0.240
7 N -0.636 0.440 -0.172
8 N 1.436 1.628 0.278
9 S 1.625 -1.114 -0.066
10 H -1.447 -1.026 1.585
11 H -1.113 -2.663 0.920
12 H -3.049 -1.775 -0.960
13 H -3.340 -0.272 0.047
14 H -0.572 -1.496 -1.319
15 H -2.488 1.183 0.299
16 H -1.096 2.141 0.974
17 H -1.227 2.353 -0.666
18 H 3.478 -0.198 -1.269
19 H 4.033 -1.420 -0.161
20 H 3.729 0.173 0.425
21 H 0.828 2.466 0.327
22 H 2.425 1.623 0.006

Computed properties:
* HOMO level: -13.02 eV
* gap between HOMO and LUMO: 9.514 eV
* total charge: +1



Model y:
Below is an isolated ion of composition C6H13N2S and charge +1, with properties calculated with ωB97M-V/def2-TZVPD.

Atoms and positions in Å:
1 C 0.633 -1.311 0.583
2 C 0.831 -2.490 -0.017
3 C 0.236 -1.092 -2.140
4 C 0.172 1.927 -0.039
5 C -0.136 0.982 2.435
6 C -0.506 0.851 1.000
7 N -0.595 -0.453 -2.877
8 N -0.417 -0.482 0.368
9 S -0.031 -2.739 -1.560
10 H 1.273 -0.975 1.372
11 H 1.516 -3.216 0.331
12 H 1.125 -0.621 -1.823
13 H -0.261 1.904 -1.028
14 H -0.151 2.960 0.372
15 H 1.234 1.959 -0.106
16 H 0.459 0.100 2.754
17 H -1.026 1.046 3.027
18 H 0.636 1.806 2.467
19 H -1.628 1.027 0.908
20 H -0.461 0.566 -3.205
21 H -1.597 -0.703 -3.074
22 H -1.306 -1.046 0.254

Computed properties:
* HOMO level: -12.14 eV
* gap between HOMO and LUMO: 7.655 eV
* total charge: +1



model w comes first in stability; the runner-up is 0.0349 hartree higher.